20
Properties=species:S:1:pos:R:3 method="wB97M-V/def2-TZVPD" total_charge=+1 gap_ev=9.70 fmax_ev_per_a=5.4 de_lowest_ev=0.000 smiles="C[N+](C)=P(C)(N)N" e_lumo_ha=-0.1102
C -1.099 -1.603 -0.944
C -1.935 0.670 -0.491
C 1.728 0.830 -0.625
N 1.459 -1.166 1.319
N 0.489 1.201 1.872
N -1.034 -0.403 -0.164
P 0.682 0.114 0.675
H -1.013 -1.421 -2.019
H -0.319 -2.297 -0.633
H -2.064 -2.080 -0.747
H -2.950 0.351 -0.230
H -1.695 1.551 0.107
H -1.909 0.936 -1.553
H 1.188 1.636 -1.121
H 1.931 0.054 -1.362
H 2.664 1.203 -0.216
H 1.187 -1.500 2.234
H 1.747 -1.904 0.693
H 0.401 2.169 1.592
H -0.095 0.958 2.663